1.
Entry from OMol25: a structure of composition C37H40Li2O17S at a distorted geometry (ωB97M-V/def2-TZVPD).

Each line ends with the Mulliken charge.
Geometry (Å):
Li: -2.577 2.461 0.636  0.756
Li: 2.381 2.069 -2.260  0.800
S: -0.044 0.810 -0.408  0.374
O: -0.607 -0.357 -0.959  0.286
O: -1.047 1.765 -0.132  -0.358
O: 0.740 0.474 0.788  -0.398
O: 0.840 1.385 -1.336  -0.725
C: -3.074 0.447 -4.306  -1.062
O: -2.697 0.553 -3.060  -0.453
H: -2.557 1.127 -5.058  0.224
H: -4.046 0.585 -4.334  0.446
H: -3.093 -0.500 -4.681  0.447
H: -2.012 -0.084 -2.927  0.310
C: 1.068 5.411 2.452  -0.802
C: 1.462 4.194 1.866  0.368
C: 2.587 3.486 2.350  0.453
C: 3.418 4.146 3.229  -0.463
C: 3.063 5.391 3.886  -0.651
C: 1.872 6.012 3.481  0.705
O: 1.743 7.317 3.803  -0.569
O: 2.971 2.383 1.681  -0.563
H: 0.005 5.746 2.178  0.221
H: 0.843 3.668 1.149  0.032
H: 4.253 3.388 3.542  0.226
H: 3.826 6.021 4.290  0.361
H: 1.186 7.913 3.191  0.334
H: 2.303 1.871 1.188  0.229
C: 1.678 -2.666 2.166  -0.077
C: 1.652 -4.025 2.543  -0.322
C: 2.870 -4.826 2.479  0.270
C: 3.988 -4.298 1.788  -0.258
C: 4.025 -3.015 1.265  -1.387
C: 2.860 -2.139 1.420  0.294
O: 2.883 -0.984 0.845  -0.568
O: 2.873 -6.075 2.997  -0.531
H: 0.758 -1.964 2.346  0.338
H: 0.874 -4.445 3.237  0.385
H: 4.920 -4.961 1.545  0.154
H: 4.739 -2.653 0.829  1.091
H: 2.179 -0.311 0.998  0.221
H: 3.745 -6.234 3.317  0.324
C: 1.370 -1.939 -4.954  -0.415
C: 2.546 -2.538 -5.476  -0.423
C: 3.494 -2.997 -4.531  0.114
C: 3.243 -2.773 -3.116  -0.103
C: 2.060 -2.335 -2.662  -0.232
C: 1.110 -1.811 -3.547  0.022
O: -0.060 -1.156 -3.184  -0.452
O: 4.683 -3.464 -4.849  -0.523
H: 0.724 -1.416 -5.861  0.160
H: 2.884 -2.248 -6.494  0.303
H: 3.973 -3.031 -2.254  0.274
H: 1.899 -2.335 -1.589  0.374
H: -0.297 -1.110 -2.278  0.218
H: 4.673 -4.369 -4.946  0.333
C: -1.694 4.215 -2.870  -0.536
C: -2.499 4.989 -3.703  -0.493
C: -2.410 6.432 -3.757  0.453
C: -1.419 7.063 -2.981  -0.442
C: -0.463 6.234 -2.219  -0.747
C: -0.637 4.826 -2.188  0.285
O: 0.282 3.993 -1.563  -0.435
O: -3.298 7.120 -4.394  -0.525
H: -1.835 3.148 -2.884  0.561
H: -3.175 4.382 -4.333  0.326
H: -1.301 8.152 -2.966  0.405
H: 0.257 6.878 -1.893  0.536
H: 0.155 3.028 -1.555  0.392
H: -4.112 6.722 -4.632  0.316
C: -1.328 0.190 4.943  -0.497
C: -2.605 -0.274 5.345  -0.575
C: -3.507 -0.949 4.492  0.674
C: -3.093 -1.282 3.105  -0.776
C: -1.835 -0.740 2.742  0.367
C: -0.943 -0.054 3.637  0.006
O: 0.405 0.353 3.288  -0.636
O: -4.703 -1.430 4.926  -0.584
H: -0.638 0.616 5.683  0.419
H: -2.824 0.009 6.468  0.214
H: -3.663 -1.877 2.615  0.744
H: -1.369 -0.708 1.923  -0.082
H: 0.751 0.179 2.248  0.405
H: -5.051 -1.915 4.101  0.351
C: -3.653 -4.090 0.051  -0.282
C: -3.562 -5.491 0.301  -0.519
C: -2.296 -6.006 0.608  0.497
C: -1.164 -5.098 0.464  -0.922
C: -1.210 -3.740 0.351  0.180
C: -2.595 -3.282 0.081  -0.060
O: -2.839 -1.960 -0.277  -0.646
O: -2.192 -7.348 0.660  -0.574
H: -4.637 -3.760 0.059  0.474
H: -4.480 -6.102 0.484  0.328
H: -0.425 -5.803 0.543  0.336
H: -0.308 -3.102 0.453  0.365
H: -1.943 -1.268 -0.449  0.251
H: -1.339 -7.841 0.797  0.334

Calculated values
energy relative to the best compared isomer or geometry (same formula, charge and spin): 0.969 eV
Kohn-Sham gap: 0.212 Eh
HOMO level: -7.144 eV
spin multiplicity: 1

2.
Entry from OMol25: a structure of composition C37H41BrN4O7S3Sc at a distorted geometry (ωB97M-V/def2-TZVPD).

Each line ends with the Löwdin spin population.
Geometry (Å):
Sc: -0.498 -0.017 -0.579  0.062
O: -0.092 -3.212 1.805  0.000
S: 0.041 -1.800 1.586  0.001
O: 1.041 -1.217 0.610  0.003
O: -1.255 -1.153 1.096  0.001
C: 0.334 -1.046 3.138  0.000
C: 1.015 -1.924 4.035  0.000
C: 1.185 -1.618 5.333  -0.001
C: 0.601 -0.418 5.925  0.000
C: -0.093 0.617 4.931  0.000
C: -0.181 0.185 3.496  0.003
S: -0.492 1.645 2.376  0.000
O: 0.395 2.658 2.912  0.000
O: -1.936 1.913 2.475  0.000
O: -0.158 1.446 0.887  0.002
H: 1.395 -2.844 3.574  0.000
H: 1.885 -2.288 5.923  0.000
H: 1.322 0.176 6.507  0.000
H: 0.322 1.619 5.132  0.000
O: -1.983 0.990 -1.513  0.002
N: -2.768 2.025 -1.162  0.001
C: -2.344 3.245 -1.608  0.000
C: -3.100 4.355 -1.254  0.000
C: -4.066 4.228 -0.268  0.000
C: -4.434 2.954 0.179  0.000
C: -3.923 1.810 -0.514  0.000
S: -4.667 0.256 -0.509  0.000
H: -1.550 3.245 -2.371  0.000
H: -2.945 5.298 -1.687  0.000
H: -4.459 5.105 0.328  0.000
H: -5.229 2.834 0.950  0.000
C: 1.153 4.865 -1.844  0.001
C: 1.516 3.569 -1.002  0.004
C: 2.079 4.113 0.320  0.001
C: 2.482 2.653 -1.680  0.014
C: 3.774 3.197 -1.986  -0.001
C: 4.786 2.415 -2.512  0.015
C: 4.491 1.078 -2.834  0.002
C: 3.225 0.519 -2.658  0.010
C: 3.110 -0.958 -2.680  0.010
C: 3.366 -1.543 -4.132  0.003
C: 4.146 -1.631 -1.669  0.003
C: 2.189 1.357 -2.145  0.012
N: 0.865 0.847 -2.108  0.113
C: 0.571 0.156 -3.262  0.338
C: -0.554 -0.649 -3.317  0.005
C: -1.395 -0.995 -4.410  0.137
C: -2.029 -2.163 -4.062  0.025
C: -1.584 -2.503 -2.759  0.097
N: -0.860 -1.500 -2.246  0.054
C: -1.654 -3.873 -2.157  0.012
C: -2.099 -4.767 -3.357  0.004
C: -2.713 -3.890 -0.993  0.008
C: -0.285 -4.243 -1.636  0.003
H: 0.420 5.477 -1.281  0.000
H: 0.782 4.689 -2.821  0.001
H: 2.030 5.518 -2.028  0.000
H: 0.634 3.026 -0.733  0.001
H: 2.998 4.702 0.134  0.000
H: 2.392 3.258 0.985  0.000
H: 1.425 4.834 0.917  0.000
H: 3.954 4.180 -1.643  0.000
H: 5.785 2.856 -2.688  0.001
H: 5.237 0.420 -3.313  0.000
H: 2.083 -1.279 -2.278  0.006
H: 3.186 -0.706 -4.820  0.001
H: 2.683 -2.340 -4.432  0.000
H: 4.369 -2.020 -4.306  0.000
H: 5.054 -1.060 -1.854  0.001
H: 4.156 -2.667 -1.965  0.000
H: 3.837 -1.410 -0.611  0.000
H: 1.079 0.541 -4.229  0.026
H: -1.344 -0.494 -5.358  0.013
H: -2.668 -2.796 -4.703  -0.001
H: -3.069 -4.454 -3.822  0.000
H: -2.339 -5.820 -2.966  0.001
H: -1.278 -4.816 -4.110  0.001
H: -3.683 -3.615 -1.343  0.001
H: -2.382 -3.114 -0.275  0.000
H: -2.770 -4.844 -0.559  0.001
H: -0.245 -5.214 -1.235  0.000
H: 0.159 -3.476 -0.941  0.000
H: 0.406 -4.374 -2.533  0.000
Br: -1.008 -2.993 8.500  0.000
C: -1.383 -1.883 6.899  0.000
C: -0.736 -0.489 6.711  0.000
C: -1.418 0.470 5.742  0.000
C: -2.509 -0.171 4.967  0.000
N: -2.929 -1.407 5.116  0.000
C: -2.465 -2.202 6.115  0.000
H: -0.480 -0.076 7.670  0.000
H: -1.855 1.425 6.197  0.000
H: -3.073 0.392 4.133  0.000
H: -2.977 -3.193 6.157  0.000

Calculated values
⟨S²⟩: 0.773
charge: -2
Kohn-Sham gap (alpha / beta): 0.094 / 0.173 Eh
HOMO level (alpha / beta): 0.756 / -1.390 eV
spin multiplicity: 2